No. 1
Density functional theory data (the ωB97M-V functional and the def2-TZVPD basis) for a 5-piece molecular cluster, C23H45ClO7P overall in a non-equilibrium geometry.

Last column: Löwdin charge in e.
Geometry (Å):
C: -2.232 -6.953 2.509  -0.0357
C: -1.155 -7.184 1.263  -0.2948
O: 0.121 -6.875 1.509  -0.0340
O: -1.702 -7.755 0.024  -0.1109
C: -0.876 -7.446 -1.154  -0.1984
C: -1.159 -5.968 -1.822  -0.1830
C: -2.779 -5.699 -2.135  -0.1941
C: -3.289 -4.223 -1.586  -0.2090
C: -4.114 -4.279 -0.171  -0.2163
C: -3.512 -3.279 1.005  -0.2174
C: -1.979 -3.637 1.466  -0.2306
C: -0.980 -2.343 1.613  -0.3321
C: -0.517 -1.670 0.184  -0.4341
P: 1.036 -2.574 -0.547  0.4788
O: 1.323 -4.093 0.266  -0.4940
Cl: 0.690 -3.074 -2.625  -0.0444
H: -3.209 -6.444 2.048  0.0786
H: -1.832 -6.239 3.346  0.0855
H: -2.617 -7.984 2.960  0.0900
H: 0.284 -7.603 -0.992  0.1326
H: -1.183 -8.242 -1.988  0.1329
H: -0.568 -5.951 -2.859  0.1076
H: -0.722 -5.079 -1.188  0.0579
H: -2.842 -5.641 -3.326  0.1021
H: -3.460 -6.594 -1.802  0.1021
H: -2.328 -3.540 -1.558  0.0818
H: -4.007 -3.723 -2.397  0.1070
H: -4.206 -5.393 0.187  0.0897
H: -5.223 -3.888 -0.378  0.1024
H: -3.653 -2.126 0.750  0.1181
H: -4.199 -3.460 1.964  0.0978
H: -1.551 -4.436 0.724  0.0857
H: -2.017 -4.150 2.543  0.0883
H: -1.438 -1.484 2.277  0.0908
H: 0.008 -2.715 2.156  0.0864
H: -1.348 -1.817 -0.650  -0.0220
H: 2.146 -4.510 -0.156  0.0372
C: 1.794 3.281 0.429  -0.0500
C: 1.505 1.821 0.656  -0.4930
O: 0.356 1.415 0.819  0.0331
C: 2.678 0.878 0.678  -0.0324
H: 0.853 3.842 0.438  0.0803
H: 2.436 3.662 1.226  0.0558
H: 2.273 3.418 -0.544  0.0681
H: 3.360 1.152 1.487  0.0773
H: 3.197 0.908 -0.284  0.0800
H: 2.320 -0.142 0.852  0.0451
C: 4.625 5.992 3.683  -0.0272
C: 3.429 5.159 4.059  -0.4819
O: 3.131 4.147 3.425  0.0530
C: 2.612 5.611 5.239  -0.0290
H: 5.119 5.547 2.813  0.0866
H: 4.306 7.005 3.423  0.0845
H: 5.335 6.019 4.514  0.0815
H: 2.202 6.606 5.048  0.0836
H: 3.232 5.620 6.139  0.0819
H: 1.781 4.914 5.393  0.0864
C: 0.266 7.500 -0.571  -0.0226
C: 1.516 6.757 -0.963  -0.4799
O: 2.197 6.167 -0.126  0.0334
C: 1.900 6.766 -2.418  -0.0280
H: 0.113 7.407 0.510  0.0828
H: 0.370 8.559 -0.820  0.0812
H: -0.598 7.070 -1.084  0.0863
H: 2.076 7.792 -2.750  0.0825
H: 1.109 6.304 -3.014  0.0525
H: 2.822 6.191 -2.553  0.0839
C: -1.543 2.813 -4.076  -0.0204
C: -0.373 3.680 -3.696  -0.4715
O: -0.473 4.905 -3.655  0.0248
C: 0.925 2.991 -3.368  -0.0083
H: -2.411 3.446 -4.286  0.0810
H: -1.303 2.238 -4.975  0.0867
H: -1.791 2.141 -3.250  0.0959
H: 1.274 2.424 -4.235  0.0911
H: 0.786 2.327 -2.510  0.0921
H: 1.680 3.741 -3.112  0.0703

As for the charge: -1. As for the gap between HOMO and LUMO: 4.8 eV. The calculation puts the HOMO energy at -2.6 eV. The lowest unoccupied orbital energy comes out at 2.221 eV.

=====

No. 2
Density functional theory data (the ωB97M-V functional and the def2-TZVPD basis) for C23H45NO3SbSi2Tc as an isolated structure in a non-equilibrium geometry.

Last column: Löwdin spin population.
Geometry (Å):
Tc: -0.454 0.273 -0.282  2.6710
C: -2.981 0.882 1.741  0.0018
O: -2.414 -0.197 1.000  0.0453
C: -3.404 -1.046 0.440  0.0073
C: -2.738 -2.377 0.218  0.0021
O: -1.572 -2.223 -0.584  0.0417
C: -1.758 -2.446 -1.975  0.0025
C: -0.469 -2.006 -2.598  0.0071
O: -0.322 -0.591 -2.442  0.0532
C: -0.402 0.139 -3.675  0.0037
H: -3.628 0.493 2.530  0.0000
H: -2.156 1.426 2.189  0.0002
H: -3.561 1.539 1.089  0.0003
H: -4.235 -1.178 1.140  0.0010
H: -3.802 -0.617 -0.488  0.0007
H: -2.397 -2.754 1.183  0.0002
H: -3.421 -3.104 -0.226  0.0008
H: -1.944 -3.507 -2.169  0.0009
H: -2.593 -1.858 -2.377  0.0000
H: 0.362 -2.490 -2.082  0.0009
H: -0.435 -2.269 -3.656  0.0008
H: 0.264 -0.315 -4.410  -0.0001
H: -1.423 0.138 -4.059  0.0006
H: -0.076 1.156 -3.475  0.0009
C: -1.483 3.943 0.000  -0.0045
Si: -0.974 2.567 -1.186  0.0230
C: -2.380 2.467 -2.464  0.0173
C: 0.605 3.164 -2.032  0.0033
C: 0.591 4.324 -2.809  0.0003
C: 1.761 4.832 -3.352  0.0005
C: 2.968 4.185 -3.120  0.0006
C: 2.994 3.028 -2.357  0.0001
C: 1.820 2.503 -1.812  0.0030
Si: 1.888 0.960 -0.737  0.0061
C: 2.994 1.327 0.734  -0.0080
C: 2.696 -0.463 -1.686  0.0080
H: -1.311 4.903 -0.493  -0.0010
H: -0.897 3.929 0.919  0.0001
H: -2.538 3.892 0.269  0.0000
H: -2.859 3.448 -2.518  0.0021
H: -3.154 1.746 -2.186  0.0005
H: -2.031 2.215 -3.464  0.0002
H: -0.343 4.849 -2.990  0.0001
H: 1.736 5.735 -3.948  0.0000
H: 3.886 4.584 -3.531  0.0000
H: 3.944 2.532 -2.183  0.0001
H: 3.917 1.785 0.370  -0.0017
H: 3.260 0.423 1.284  -0.0001
H: 2.517 2.025 1.423  -0.0001
H: 3.769 -0.271 -1.753  0.0006
H: 2.306 -0.562 -2.699  0.0000
H: 2.566 -1.417 -1.167  0.0006
N: -0.266 1.771 2.509  0.0738
C: -0.308 1.305 1.449  -0.0217
C: 1.608 -4.117 0.435  0.0010
C: 0.516 -3.821 1.461  0.0154
Sb: 0.374 -1.698 1.839  0.0278
C: -1.009 -1.638 3.493  0.0034
C: -0.805 -2.776 4.487  0.0009
C: 2.185 -1.567 3.007  0.0017
C: 2.220 -0.371 3.954  0.0003
H: 1.703 -5.190 0.261  0.0002
H: 2.579 -3.750 0.772  0.0000
H: 1.393 -3.647 -0.527  0.0004
H: 0.748 -4.293 2.416  0.0013
H: -0.454 -4.190 1.127  0.0001
H: -2.024 -1.632 3.094  0.0000
H: -0.843 -0.664 3.954  0.0002
H: -0.973 -3.751 4.029  0.0000
H: -1.506 -2.677 5.317  0.0003
H: 0.202 -2.767 4.907  0.0001
H: 3.022 -1.541 2.309  0.0001
H: 2.244 -2.509 3.554  0.0003
H: 2.128 0.573 3.419  0.0003
H: 3.161 -0.359 4.506  0.0000
H: 1.412 -0.414 4.685  0.0000

As for the charge: +1. Its expectation value of S² is 3.782. As for the gap between HOMO and LUMO (alpha / beta): 8.4 / 7.0 eV. The calculation puts the HOMO energy (alpha / beta) at -10.8 / -11.0 eV. The lowest unoccupied orbital energy (alpha / beta) comes out at -2.457 / -3.968 eV. The multiplicity is 4.

=====

No. 3
Density functional theory data (the ωB97M-V functional and the def2-TZVPD basis) for a 7-piece molecular cluster, C23H45NO9S3 overall in a non-equilibrium geometry.

Last column: Löwdin charge in e.
Geometry (Å):
O: -4.046 0.487 -1.626  -0.3323
S: -4.985 0.670 -0.551  0.6541
O: -5.886 1.791 -0.573  -0.3196
C: -5.890 -0.861 -0.301  -0.2047
C: -5.393 -1.415 1.052  -0.2029
C: -4.943 -0.230 1.907  -0.2250
C: -4.121 0.651 1.020  -0.2445
H: -5.661 -1.513 -1.136  0.1018
H: -6.948 -0.614 -0.240  0.1043
H: -6.139 -2.015 1.560  0.1185
H: -4.512 -2.019 0.819  0.1010
H: -4.329 -0.578 2.741  0.0980
H: -5.788 0.287 2.367  0.1259
H: -3.155 0.207 0.786  0.0715
H: -3.977 1.701 1.266  0.1094
O: 3.359 5.053 1.588  -0.3174
S: 3.702 4.343 0.382  0.6580
O: 3.519 4.992 -0.885  -0.3253
C: 5.381 3.715 0.502  -0.2226
C: 5.258 2.206 0.379  -0.2173
C: 3.895 1.781 0.947  -0.2182
C: 2.896 2.736 0.326  -0.2392
H: 5.755 4.009 1.483  0.1049
H: 5.955 4.194 -0.285  0.1032
H: 5.234 1.975 -0.695  0.1128
H: 6.115 1.679 0.789  0.1156
H: 3.861 1.836 2.036  0.1160
H: 3.685 0.757 0.638  0.1002
H: 1.932 2.837 0.817  0.0848
H: 2.838 2.551 -0.748  0.0892
O: -3.879 -4.713 1.690  -0.3188
S: -3.457 -4.024 2.878  0.6493
O: -4.382 -3.294 3.697  -0.3121
C: -2.531 -5.191 3.854  -0.2476
C: -1.377 -4.416 4.416  -0.2222
C: -0.866 -3.591 3.224  -0.2232
C: -2.054 -2.961 2.524  -0.2365
H: -2.187 -5.942 3.136  0.1105
H: -3.134 -5.783 4.542  0.1145
H: -1.704 -3.727 5.199  0.1213
H: -0.570 -5.033 4.803  0.1175
H: -0.343 -4.272 2.541  0.1207
H: -0.087 -2.889 3.522  0.1121
H: -1.909 -2.779 1.464  0.0857
H: -2.261 -2.002 3.002  0.0874
C: 2.162 1.667 -5.999  -0.0154
C: 0.996 0.705 -5.975  -0.5015
C: 0.335 0.346 -7.269  -0.0204
O: 0.651 0.197 -4.932  0.0463
H: 1.903 2.541 -6.608  0.0837
H: 3.086 1.220 -6.357  0.0889
H: 2.276 2.097 -5.004  0.0816
H: 1.087 -0.115 -7.920  0.0917
H: -0.063 1.207 -7.804  0.0864
H: -0.449 -0.384 -7.083  0.0839
C: 3.401 -0.964 -2.009  -0.0013
C: 3.970 -0.963 -3.420  -0.4938
C: 3.561 -2.056 -4.376  -0.0151
O: 4.703 -0.074 -3.781  0.0596
H: 2.326 -0.779 -2.105  0.0779
H: 3.848 -0.122 -1.488  0.0567
H: 3.562 -1.912 -1.501  0.0864
H: 3.409 -3.020 -3.897  0.0802
H: 4.302 -2.089 -5.175  0.0845
H: 2.645 -1.772 -4.905  0.0752
C: -0.862 0.959 3.037  -0.0289
C: 0.173 1.928 3.558  -0.4741
C: -0.171 2.762 4.777  -0.0125
O: 1.202 2.095 2.944  0.0606
H: -1.808 1.011 3.575  0.0759
H: -0.452 -0.047 2.993  0.0692
H: -1.062 1.274 2.013  0.0620
H: 0.480 3.633 4.807  0.0841
H: -0.005 2.154 5.669  0.0899
H: -1.209 3.088 4.736  0.0802
C: -0.050 1.134 -1.564  -0.0425
C: -0.407 0.142 -0.572  -0.2475
N: -0.649 -0.640 0.239  0.1618
H: -0.601 2.055 -1.386  0.0954
H: -0.162 0.720 -2.567  0.0718
H: 1.006 1.409 -1.510  0.0602

As for the charge: 0. As for the gap between HOMO and LUMO: 10.2 eV. The calculation puts the HOMO energy at -9.9 eV. The lowest unoccupied orbital energy comes out at 0.384 eV. The SMILES is O=S1(=O)CCCC1.O=S1(=O)CCCC1.O=S1(=O)CCCC1.CC(C)=O.CC(C)=O.CC(C)=O.CC#N.